{
  "formula": "C32H47F21NO14S",
  "method": "ωB97M-V/def2-TZVPD",
  "elements": ["C", "C", "C", "C", "N", "S", "H", "H", "H", "H", "H", "H", "H", "H", "H", "H", "H", "H", "C", "C", "O", "C", "O", "C", "F", "F", "F", "H", "H", "H", "H", "H", "C", "C", "O", "C", "O", "C", "F", "F", "F", "H", "H", "H", "H", "H", "C", "C", "O", "C", "O", "C", "F", "F", "F", "H", "H", "H", "H", "H", "C", "C", "O", "C", "O", "C", "F", "F", "F", "H", "H", "H", "H", "H", "C", "C", "O", "C", "O", "C", "F", "F", "F", "H", "H", "H", "H", "H", "C", "C", "O", "C", "O", "C", "F", "F", "F", "H", "H", "H", "H", "H", "C", "C", "O", "C", "O", "C", "F", "F", "F", "H", "H", "H", "H", "H"],
  "xyz": [[7.8984, 2.7850, 5.3596], [7.0740, 3.9686, 4.8568], [7.8197, 5.2886, 5.0908], [5.7419, 4.0364, 5.5756], [4.7315, 3.0213, 5.0967], [4.2787, 3.0465, 3.3789], [8.8652, 2.7638, 4.8582], [8.0772, 2.8875, 6.4309], [7.4205, 1.8192, 5.1752], [6.9318, 3.8741, 3.7778], [7.1966, 6.1416, 4.8212], [8.0782, 5.3883, 6.1457], [8.7263, 5.3187, 4.4920], [5.8976, 3.8035, 6.6319], [5.2821, 5.0218, 5.5225], [3.8522, 3.1877, 5.5939], [5.0371, 2.0803, 5.3716], [5.3914, 2.4782, 2.9149], [2.9086, 5.3702, 0.2581], [4.3739, 5.6860, 0.0508], [4.7845, 5.4143, -1.2996], [4.4990, 6.3434, -2.2087], [3.9385, 7.3816, -2.0336], [5.0476, 5.8775, -3.5762], [4.7316, 4.5901, -3.7752], [6.3793, 5.9873, -3.5805], [4.5485, 6.6031, -4.5603], [2.6942, 4.3421, -0.0386], [2.6405, 5.4960, 1.3076], [2.2764, 6.0286, -0.3348], [5.0034, 5.0371, 0.6587], [4.6058, 6.7193, 0.3064], [3.3771, 1.6665, -4.8807], [2.4454, 2.1568, -3.7954], [1.1135, 1.6212, -3.9851], [0.9071, 0.4179, -3.4874], [1.6496, -0.2219, -2.7992], [-0.5165, -0.0607, -3.8527], [-0.7879, 0.1380, -5.1398], [-1.4150, 0.6109, -3.1184], [-0.6452, -1.3586, -3.5854], [2.9736, 1.9170, -5.8614], [4.3530, 2.1374, -4.7764], [3.5095, 0.5861, -4.8332], [2.3255, 3.2359, -3.8464], [2.8027, 1.8958, -2.8005], [-3.7329, -3.0484, -4.4113], [-3.8930, -2.1860, -3.1800], [-5.1874, -1.5375, -3.1566], [-6.1970, -2.2737, -2.7343], [-6.1651, -3.4071, -2.3496], [-7.4930, -1.4348, -2.7562], [-7.6031, -0.7552, -3.9015], [-7.4735, -0.5507, -1.7462], [-8.5615, -2.2084, -2.6117], [-3.8972, -2.4579, -5.3126], [-2.7244, -3.4588, -4.4432], [-4.4417, -3.8754, -4.4095], [-3.1796, -1.3693, -3.1774], [-3.7640, -2.7603, -2.2634], [3.7094, -3.9207, -2.2153], [3.0267, -3.0555, -1.1812], [3.6149, -3.2302, 0.1321], [4.7129, -2.5413, 0.3754], [5.2801, -1.7761, -0.3495], [5.1705, -2.8024, 1.8296], [5.1515, -4.0988, 2.1288], [4.3424, -2.1618, 2.6761], [6.3978, -2.3343, 2.0210], [3.6872, -4.9677, -1.9133], [3.1949, -3.8224, -3.1702], [4.7489, -3.6253, -2.3519], [1.9861, -3.3423, -1.0533], [3.0596, -2.0016, -1.4506], [-5.4116, -6.1397, -0.9331], [-6.8279, -6.6537, -0.8342], [-6.9568, -7.9608, -1.4390], [-6.5687, -8.9847, -0.6981], [-6.1336, -8.9582, 0.4159], [-6.7961, -10.3005, -1.4784], [-6.3499, -10.2018, -2.7337], [-8.1051, -10.5780, -1.5166], [-6.1667, -11.3043, -0.8821], [-5.0862, -6.1263, -1.9730], [-5.3640, -5.1245, -0.5463], [-4.7234, -6.7653, -0.3646], [-7.5104, -6.0204, -1.3952], [-7.1697, -6.7043, 0.1985], [4.8578, 0.5007, 11.4210], [5.7637, 0.9177, 10.2871], [5.3656, 0.2842, 9.0370], [4.3662, 0.8303, 8.3895], [3.7590, 1.8327, 8.6418], [4.0795, 0.0202, 7.1037], [4.1303, -1.2792, 7.2768], [5.0300, 0.3715, 6.1715], [2.9142, 0.3710, 6.5786], [4.8407, -0.5845, 11.5155], [5.2263, 0.9240, 12.3538], [3.8383, 0.8508, 11.2648], [6.7831, 0.5773, 10.4456], [5.7723, 1.9975, 10.1469], [-10.9125, -0.2473, -4.3711], [-11.6119, 1.0927, -4.3778], [-11.2718, 1.8594, -5.5539], [-11.9295, 1.5507, -6.6603], [-12.7787, 0.7210, -6.7979], [-11.4659, 2.4776, -7.8084], [-10.1332, 2.5696, -7.8480], [-11.9663, 3.7057, -7.6218], [-11.8946, 2.0172, -8.9750], [-9.8379, -0.1179, -4.4729], [-11.1163, -0.7715, -3.4380], [-11.2538, -0.8713, -5.1964], [-11.2850, 1.7108, -3.5449], [-12.6939, 0.9856, -4.3181]],
  "homo_energy_ev": -12.02,
  "molar_mass_g_mol": 1100.75,
  "charge": 1,
  "gap_ev": 8.22,
  "multiplicity": 1,
  "total_energy_ev": -131999.8318
}